No. 1
2 unconnected molecules or ions with the total composition C10H16O at a distorted geometry, computed with ωB97M-V/def2-TZVPD.

Element x y z (Å)
C  -0.864  -0.995  2.878
C  -0.568  -1.338  1.438
C  0.605  -2.094  1.176
C  1.162  -2.655  -0.032
C  0.347  -2.307  -1.077
O  0.777  -2.662  -2.366
C  -0.813  -1.585  -0.944
C  -1.234  -1.181  0.273
H  -0.328  -1.735  3.499
H  -1.844  -1.241  3.124
H  -0.846  0.068  3.230
H  1.351  -2.434  2.007
H  1.995  -3.393  -0.233
H  0.971  -3.629  -2.674
H  -1.222  -1.438  -1.913
H  -2.210  -0.600  0.271
C  0.672  1.883  0.283
C  -0.235  2.864  -0.569
C  0.225  3.312  -2.020
H  0.173  0.941  0.064
H  1.614  2.111  -0.185
H  0.589  2.039  1.354
H  -0.222  3.743  0.084
H  -1.243  2.370  -0.570
H  0.673  2.383  -2.472
H  1.118  3.988  -2.039
H  -0.643  3.586  -2.586

Results
Charge: 0
SMILES: Cc1ccc(O)cc1.CCC

No. 2
A molecular structure, C39H35F6IrN6O8S3 at a distorted geometry, computed with ωB97M-V/def2-TZVPD.

Element x y z (Å)
Ir  0.004  0.272  -0.677
O  0.900  0.180  -2.405
C  2.094  0.689  -2.718
C  2.779  0.087  -3.776
C  4.016  0.562  -4.158
C  4.602  1.651  -3.509
C  3.910  2.276  -2.499
C  2.649  1.812  -2.094
C  1.916  2.579  -1.126
N  0.813  2.257  -0.564
C  0.183  3.234  0.327
C  -0.584  2.434  1.356
N  -1.306  1.453  0.580
C  -2.549  1.247  0.729
C  -3.316  0.393  -0.141
C  -4.600  -0.008  0.234
C  -5.404  -0.706  -0.641
C  -4.933  -0.953  -1.928
C  -3.672  -0.543  -2.323
C  -2.827  0.114  -1.427
O  -1.622  0.541  -1.846
H  2.325  -0.764  -4.269
H  4.543  0.074  -4.968
H  5.579  2.004  -3.805
H  4.334  3.136  -1.995
H  2.343  3.549  -0.874
H  -0.505  3.851  -0.254
H  0.940  3.873  0.783
H  -1.264  3.063  1.934
H  0.095  1.911  2.027
H  -3.079  1.785  1.516
H  -4.955  0.246  1.227
H  -6.392  -1.028  -0.345
H  -5.563  -1.471  -2.640
H  -3.343  -0.726  -3.338
C  -0.019  4.107  5.308
O  -0.043  2.753  4.866
C  -1.244  2.208  4.542
C  -2.442  2.903  4.509
C  -3.617  2.228  4.194
C  -3.594  0.872  3.919
C  -2.393  0.175  3.940
C  -1.213  0.835  4.240
N  0.048  0.211  4.424
C  0.466  -1.025  4.214
C  -0.109  -2.053  3.456
C  0.119  -3.376  3.923
C  -0.540  -4.436  3.377
C  -1.443  -4.197  2.317
C  -1.598  -2.954  1.767
C  -0.850  -1.836  2.242
O  -0.844  -0.711  1.641
H  -0.650  4.240  6.188
H  -0.347  4.780  4.513
H  1.015  4.320  5.560
H  -2.472  3.956  4.744
H  -4.553  2.772  4.183
H  -4.512  0.341  3.702
H  -2.389  -0.886  3.750
H  0.684  0.804  4.942
H  1.373  -1.262  4.763
H  0.789  -3.520  4.763
H  -0.396  -5.436  3.760
H  -2.015  -5.025  1.915
H  -2.270  -2.790  0.935
F  4.910  -2.145  0.105
C  3.827  -1.628  -0.453
F  4.161  -0.640  -1.262
F  3.212  -2.570  -1.174
S  2.641  -1.107  0.900
O  1.883  0.014  0.280
O  1.925  -2.301  1.191
N  3.462  -0.620  2.122
S  4.440  0.644  2.092
O  4.842  1.008  0.767
O  5.383  0.511  3.147
C  3.339  2.057  2.647
F  3.893  2.713  3.656
F  3.131  2.922  1.645
F  2.140  1.615  3.050
N  0.298  -3.550  -2.967
C  -0.252  -2.380  -2.642
S  -0.323  -2.049  -0.938
N  -0.734  -1.566  -3.557
C  -0.611  -1.695  -4.967
C  -0.150  -0.593  -5.676
C  -0.037  -0.666  -7.055
C  -0.378  -1.834  -7.724
C  -0.854  -2.924  -7.012
C  -0.985  -2.857  -5.631
H  0.792  -4.057  -2.251
H  0.396  -3.836  -3.928
H  -1.000  -0.642  -3.188
H  0.125  0.308  -5.140
H  0.323  0.192  -7.607
H  -0.284  -1.890  -8.800
H  -1.145  -3.827  -7.531
H  -1.424  -3.686  -5.089

Results
Charge: +1
⟨S²⟩: 0.7554
Spin multiplicity: 2

No. 3
C3H5Cl3N2 in the gas phase at a distorted geometry, computed with ωB97M-V/def2-TZVPD.

Element x y z (Å)
N  0.929  -0.421  2.124
N  0.057  -1.286  1.445
C  -0.243  -0.993  0.219
C  0.351  0.159  -0.634
Cl  1.642  -0.548  -1.638
C  -0.702  0.852  -1.434
Cl  -1.833  1.697  -0.331
Cl  -1.594  -0.275  -2.479
H  0.992  0.586  1.933
H  0.727  -0.523  3.106
H  -0.868  -1.730  -0.249
H  0.823  0.860  0.009
H  -0.280  1.624  -2.070

Results
Charge: 0
SMILES: N/N=C\[C@@H](Cl)C(Cl)Cl

For the records above, the corresponding energy relative to the best compared isomer or geometry (same formula, charge and spin) values read 77.6; 17.0; 2.8 kcal per mole.
For the records above, the corresponding electronic energy values read -465.7741; -4335.4906; -1607.3568 hartree.